(1)
Density functional theory data (ωB97M-V/def2-TZVPD) for C54H48I2N7O2PPbTe as an isolated structure.

Structure (XYZ):
```
116
Properties=species:S:1:pos:R:3:forces:R:3
Pb 1.647133 -0.144253 1.674625 -0.63 -0.07 -0.12
I -5.653906 -0.670043 5.316830 0.04 -0.01 -0.01
C -3.795743 -1.047493 4.452108 -0.08 -0.01 0.01
C -3.620073 -2.143864 3.627382 0.04 0.05 0.08
C -2.376308 -2.316551 3.047669 0.00 -0.07 -0.13
I -2.031608 -3.914445 1.746217 0.07 0.15 0.01
C -1.271918 -1.446436 3.180758 -0.06 -0.03 0.01
O -0.177719 -1.643994 2.524217 0.16 0.11 0.10
C -1.491309 -0.363288 4.075420 -0.03 0.01 0.05
C -0.374562 0.582561 4.410030 0.04 -0.05 0.04
N 0.039794 1.413431 3.269566 -0.01 0.06 -0.09
C 0.746556 2.617285 3.681029 -0.02 0.08 0.02
C 2.202555 2.381246 4.018347 0.01 0.06 0.07
C 2.844818 3.195254 4.942899 -0.01 -0.04 -0.01
C 4.192670 3.005220 5.189902 0.01 -0.01 -0.01
C 4.867478 2.001850 4.509651 -0.02 0.01 0.00
C 4.154972 1.231062 3.613256 0.04 -0.01 0.02
N 2.853962 1.413857 3.370951 -0.02 -0.01 0.02
C -2.727319 -0.183182 4.674085 0.03 -0.04 -0.02
H -4.423895 -2.843954 3.450169 -0.03 -0.01 -0.02
H -0.699176 1.216528 5.243848 0.03 -0.01 0.00
H 0.504471 0.027344 4.756277 0.01 -0.02 0.02
H -0.774577 1.668630 2.719862 -0.04 -0.04 0.03
H 0.698846 3.341491 2.862276 0.02 -0.01 -0.02
H 0.271456 3.092397 4.549523 -0.01 0.01 -0.05
H 2.289413 3.962911 5.463177 -0.02 0.02 0.02
H 4.709231 3.626616 5.908150 0.01 0.01 0.02
H 5.917799 1.816773 4.675235 0.04 -0.01 0.00
H 4.633659 0.431531 3.061150 0.03 -0.04 -0.01
H -2.863710 0.659383 5.340282 -0.01 0.02 0.02
N 3.543730 3.043892 -1.571266 -0.02 0.17 -0.06
C 3.169001 2.460262 -0.431700 -0.12 0.02 0.02
N 3.233992 1.194423 -0.178881 0.13 -0.10 0.01
C 3.751657 0.347082 -1.158450 0.01 0.10 -0.04
N 3.972881 -0.903005 -0.946311 0.06 -0.15 -0.09
N 3.563410 -1.344954 0.287166 0.13 0.07 0.18
C 4.291404 -2.222982 0.845824 -0.02 -0.06 -0.06
C 3.910533 -2.762096 2.162826 0.07 -0.02 0.06
C 4.549440 -3.888679 2.657574 -0.01 0.03 0.01
C 4.170683 -4.384858 3.896355 -0.02 0.01 0.00
C 3.166045 -3.739873 4.594965 0.01 0.00 -0.02
C 2.579102 -2.618705 4.025356 -0.03 -0.04 0.02
N 2.944201 -2.130054 2.846662 0.08 -0.03 -0.05
C 4.094004 0.906297 -2.468819 0.04 -0.01 -0.03
C 4.538135 0.116631 -3.533731 -0.02 0.02 0.00
C 4.867171 0.698616 -4.738518 -0.01 0.01 0.02
C 4.766343 2.082674 -4.899163 -0.02 0.00 0.02
C 4.332734 2.879292 -3.860308 -0.01 -0.03 0.01
C 3.995134 2.282130 -2.648478 0.01 0.00 -0.09
H 3.426829 4.040261 -1.681000 -0.01 -0.04 0.01
H 2.777192 3.125266 0.329588 -0.03 0.05 0.02
H 5.199591 -2.592695 0.371520 -0.04 -0.03 -0.05
H 5.324459 -4.368416 2.076348 0.02 -0.01 -0.01
H 4.651243 -5.262798 4.304676 0.01 -0.02 0.01
H 2.839034 -4.089961 5.562741 -0.02 -0.01 0.02
H 1.775477 -2.097152 4.529396 -0.03 0.02 0.03
H 4.623590 -0.949811 -3.383151 0.00 -0.01 -0.01
H 5.214057 0.086829 -5.559033 0.00 -0.01 -0.01
H 5.033819 2.536705 -5.843317 0.00 0.00 -0.01
H 4.260178 3.952552 -3.976249 -0.01 0.04 -0.01
O -0.080392 0.716986 -0.167688 0.23 0.22 0.09
P -1.003039 1.574558 -0.990165 -0.12 -0.06 0.00
C -0.324272 3.167180 -1.505533 0.02 -0.10 0.01
C 0.092749 3.382332 -2.816316 -0.01 -0.01 0.01
C 0.572497 4.627649 -3.200350 0.04 0.01 0.01
C 0.643195 5.660083 -2.276791 0.05 0.02 0.03
C 0.248312 5.447064 -0.959230 0.01 -0.01 -0.01
C -0.237021 4.206836 -0.577876 0.03 0.00 0.04
C -2.512498 1.955681 -0.094556 0.02 -0.04 -0.05
C -2.922404 1.060277 0.893933 0.03 0.03 0.05
C -4.114255 1.271653 1.570535 -0.01 0.00 0.00
C -4.899116 2.374159 1.262794 0.01 0.00 -0.01
C -4.495042 3.269043 0.281079 0.00 -0.01 0.00
C -3.304340 3.062840 -0.397426 -0.03 0.02 -0.05
C -1.435381 0.690795 -2.496937 -0.04 0.01 0.06
C -2.629157 0.913670 -3.177577 -0.05 -0.06 0.03
C -2.904402 0.204313 -4.336189 0.00 -0.01 0.00
C -1.988759 -0.719799 -4.823571 -0.01 0.00 0.01
C -0.792600 -0.936436 -4.156568 -0.03 -0.03 0.04
C -0.514548 -0.234415 -2.991936 0.12 0.01 0.01
H 0.019660 2.587219 -3.546300 0.00 -0.02 -0.04
H 0.867532 4.795570 -4.226788 0.01 0.01 -0.04
H 0.987988 6.639557 -2.584561 0.00 -0.02 0.01
H 0.289728 6.257329 -0.243699 0.00 0.01 0.01
H -0.587207 4.054671 0.436856 0.00 0.00 0.02
H -2.309462 0.196152 1.124643 -0.03 0.06 0.02
H -4.432248 0.574614 2.333838 0.00 -0.02 0.03
H -5.827996 2.537648 1.791056 -0.04 0.00 0.02
H -5.107867 4.127196 0.044058 -0.02 0.03 0.00
H -2.993020 3.767648 -1.159245 0.00 0.00 0.00
H -3.351817 1.624189 -2.795758 -0.01 0.01 0.00
H -3.835572 0.369950 -4.859662 -0.03 0.01 -0.01
H -2.208494 -1.269480 -5.727991 -0.01 -0.02 -0.03
H -0.078751 -1.651597 -4.540843 0.04 -0.02 -0.02
H 0.431989 -0.373702 -2.479017 -0.02 -0.05 0.02
C -4.929574 -5.493946 -4.386650 0.00 0.00 0.00
C -4.057095 -4.702676 -3.457950 0.01 0.00 0.00
C -2.690235 -4.939325 -3.381704 0.02 0.03 0.01
C -1.870811 -4.236126 -2.507759 0.02 -0.02 -0.06
C -0.400452 -4.558173 -2.479554 0.03 0.00 0.00
C -2.456120 -3.258851 -1.689461 0.11 0.15 0.08
Te -1.267006 -2.198389 -0.319062 -0.01 -0.26 -0.13
C -3.831830 -2.981685 -1.758631 -0.06 0.02 -0.05
C -4.503851 -1.939630 -0.907174 0.00 0.01 0.00
C -4.605875 -3.718737 -2.642846 0.02 0.03 -0.03
H -4.338889 -6.064959 -5.099213 0.01 -0.02 -0.02
H -5.605263 -4.842065 -4.939269 -0.02 0.01 -0.01
H -5.545306 -6.195348 -3.821478 -0.01 -0.01 0.00
H -2.249345 -5.694109 -4.020609 0.02 -0.03 -0.02
H -0.153940 -5.259365 -3.273917 0.01 -0.02 -0.01
H -0.110543 -5.012919 -1.529946 0.01 0.01 0.00
H 0.214983 -3.666068 -2.608568 -0.01 -0.02 0.00
H -3.940754 -1.006422 -0.881475 -0.02 0.01 -0.01
H -4.611913 -2.285063 0.124676 0.02 0.02 0.04
H -5.499930 -1.727056 -1.289286 -0.04 -0.01 0.01
H -5.668255 -3.515290 -2.703813 -0.03 0.00 0.00
```
Positions in Å, forces in eV/Å.

Results
Charge: +2
Frontier orbital gap: 6.182 eV
Max |F|: 0.6 eV Å⁻¹
HOMO level: -11.8 eV

=====

(2)
Density functional theory data (ωB97M-V/def2-TZVPD) for an isolated molecule of C5H7NO.

Structure (XYZ):
```
14
Properties=species:S:1:pos:R:3:forces:R:3
C -0.680938 0.943780 -1.365772 -0.20 0.16 -0.15
C 0.432559 0.306472 -0.645073 -0.06 0.01 -0.20
C 1.760011 -0.158666 1.328525 0.06 -0.19 0.53
O 0.264242 0.350026 0.788169 0.38 -0.15 -0.20
C -0.853127 -0.474415 1.063763 -0.11 -0.22 -0.31
N -1.409205 -1.003159 0.064955 0.24 0.35 0.36
C -0.702802 -0.549643 -1.105585 -0.07 -0.15 -0.37
H -1.327595 1.585898 -0.777225 -0.11 -0.13 -0.16
H -0.461860 1.271347 -2.375227 -0.13 -0.05 0.08
H 1.467536 0.231043 -0.950350 -0.22 0.12 0.24
H 1.845226 0.514509 2.190295 -0.08 -0.17 0.16
H 1.433438 -1.149234 1.684609 0.19 0.06 0.22
H -1.125388 -0.599551 2.108422 0.27 0.24 -0.21
H -0.602576 -1.260512 -1.913936 -0.14 0.11 0.01
```
Positions in Å, forces in eV/Å.

Results
Frontier orbital gap: 8.650 eV
Max |F|: 0.6 eV Å⁻¹
HOMO level: -7.7 eV

=====

(3)
Density functional theory data (ωB97M-V/def2-TZVPD) for C35H47AsBF2MgN4PSSi2 as an isolated structure in a non-equilibrium geometry.

Structure (XYZ):
```
95
Properties=species:S:1:pos:R:3:forces:R:3
Mg -0.340677 0.821736 1.611746 0.67 -0.90 -0.45
C -2.700885 3.974495 3.138657 -0.98 -0.03 1.35
C -2.451882 2.669086 2.505372 2.29 -2.06 0.25
N -1.280227 2.014612 2.807159 -1.95 2.17 1.10
N -0.631103 2.566974 3.944607 -0.16 -0.60 -0.78
C 0.609794 2.251481 4.085271 -0.81 0.28 0.26
N 1.140984 2.646495 5.316607 -0.40 1.15 0.41
S 1.705277 1.425099 3.003859 -0.24 -0.10 0.24
C -3.363378 2.057125 1.666491 -1.07 0.33 -0.18
C -4.564768 2.678856 1.204984 0.01 1.02 0.47
C -5.142144 2.233734 0.053736 -1.30 0.46 -0.30
C -4.369181 1.312587 -0.715934 1.93 -1.47 -0.36
C -3.342043 0.595640 -0.138463 -2.40 1.24 -3.41
N -3.264731 0.664375 1.208722 0.37 -0.25 4.43
H -2.609027 3.876739 4.231168 -0.18 -0.14 -0.29
H -1.992542 4.714113 2.912062 1.44 0.78 -0.61
H -3.642158 4.427611 2.892980 -0.62 -0.10 -0.08
H 0.473776 2.829835 6.076260 0.24 -0.32 -0.89
H 1.854873 2.028324 5.567651 1.23 -0.82 0.64
H -4.946205 3.599286 1.718427 0.27 -1.01 -0.56
H -6.091681 2.668367 -0.343501 0.97 -0.33 0.37
H -4.361632 1.261699 -1.800257 -0.51 0.24 -0.05
H -2.642987 0.082432 -0.773746 0.42 -0.41 0.12
C 0.606809 -2.122288 -4.097822 -1.14 -0.32 -1.03
C 1.553101 -1.119639 -4.850385 -3.46 -1.73 4.09
C 1.801121 -1.332817 -6.122976 3.18 -1.86 -7.83
C 2.678798 -0.580357 -6.959786 -1.20 2.03 6.22
C 3.175862 0.583056 -6.173732 1.12 -4.17 -8.22
C 2.833599 0.863115 -4.959586 -3.76 -3.17 2.31
C 1.903316 0.028108 -4.206691 2.96 1.93 -0.45
P 1.637392 0.307347 -2.417832 -0.91 0.67 0.41
C 3.100658 1.330241 -1.965428 0.61 0.74 -0.20
C 3.079861 2.751378 -1.748419 -0.81 -2.09 -0.64
C 4.172609 3.417725 -1.290597 1.60 -0.77 0.56
C 5.346408 2.657125 -1.061878 0.51 1.40 -0.56
C 5.430419 1.328138 -1.436680 1.03 1.00 1.48
C 4.320863 0.638699 -1.801868 -1.49 -0.96 -1.43
C 4.520342 -0.825514 -2.140591 -0.68 -2.94 3.51
C 0.273496 1.566286 -2.512661 0.22 -0.55 -0.27
C -0.441052 1.744692 -3.701109 0.97 -0.77 0.55
C -1.426850 2.663997 -3.868601 0.25 -0.46 -2.54
C -1.836993 3.399315 -2.804824 -0.21 0.28 3.05
C -1.319103 3.135331 -1.507195 1.76 -1.05 -2.52
C -0.139480 2.228530 -1.355538 -3.68 2.21 0.15
C 0.352000 2.016000 -0.040814 0.32 -0.41 -0.47
H 0.213181 -3.070292 -4.599738 1.76 0.80 0.03
H -0.413756 -1.688387 -4.104744 0.58 0.57 0.95
H 0.963833 -2.372453 -3.090896 -0.34 0.26 -0.34
H 1.631756 -2.263087 -6.717232 -0.98 0.21 1.40
H 3.040192 -0.904783 -7.895134 0.15 -0.07 -0.92
H 3.912499 1.045318 -6.827371 0.14 1.18 0.89
H 3.210782 1.744912 -4.760466 1.55 4.30 2.78
H 2.169467 3.268896 -1.977719 -0.40 0.18 0.08
H 4.146610 4.479934 -1.086168 0.01 -0.02 0.02
H 6.264657 3.173700 -0.729692 -0.59 -0.31 -0.03
H 6.349616 0.773339 -1.274955 0.07 0.19 -0.12
H 5.513862 -1.197969 -1.718470 -1.03 0.76 -0.52
H 4.533515 -1.160709 -3.172496 -0.56 0.34 -0.22
H 3.737062 -1.570953 -1.451321 1.83 2.21 -2.29
H -0.228962 1.075529 -4.498611 0.37 -0.22 -0.85
H -1.771671 2.775786 -4.925014 -0.23 0.14 1.15
H -2.659092 4.067126 -2.965169 -0.36 0.50 0.31
H -1.720869 3.549163 -0.608932 -0.28 0.38 0.34
H 0.538317 2.869103 0.610595 -0.24 0.16 -0.17
H 1.263449 1.506220 -0.217740 1.39 -0.61 0.75
F -3.930433 -0.038972 3.461087 0.16 -0.24 -1.39
B -3.774142 -0.335990 2.124853 0.56 0.61 0.64
F -4.179541 -1.570482 1.780246 0.06 0.49 -0.21
C -1.914994 -3.431542 5.041051 0.91 -0.96 -1.70
Si -0.404708 -2.542342 4.241000 -0.41 -0.08 -0.56
C -0.167176 -1.087230 5.387308 0.61 -0.97 1.16
C 1.112775 -3.676767 4.336707 -0.73 -1.15 0.77
As -0.628327 -1.796788 2.070324 0.12 -0.04 0.49
Si -0.847870 -3.672755 0.805497 -1.11 -0.05 0.16
C -0.940920 -2.897055 -0.888079 -1.10 -1.85 -1.01
C 0.373971 -5.114962 0.898574 1.58 1.21 -1.54
C -2.561705 -4.535012 1.121983 2.06 -1.33 -0.60
H -1.571657 -3.750070 5.982861 0.86 -0.99 1.40
H -2.272034 -4.329258 4.466605 0.02 0.98 0.54
H -2.674528 -2.767097 5.358698 -1.20 0.86 -0.53
H -0.293257 -1.387134 6.476540 0.26 0.35 -1.15
H -0.944606 -0.405545 5.132919 -0.62 0.87 -0.10
H 0.804360 -0.619381 5.209703 -0.11 0.12 0.14
H 0.953662 -4.256239 5.301354 0.76 0.55 -0.84
H 2.008447 -3.064534 4.323571 0.17 0.10 0.38
H 1.248780 -4.412897 3.522206 -0.40 0.35 0.37
H -1.864288 -2.321049 -0.815522 -0.10 0.15 -0.20
H -1.139507 -3.739536 -1.635893 0.26 1.06 0.60
H -0.171379 -2.253745 -1.258459 0.63 0.31 0.05
H 1.244289 -4.668897 1.436022 -0.13 -0.46 -0.82
H 0.658592 -5.461830 -0.183343 -0.39 0.41 2.11
H 0.048668 -5.898092 1.537480 -0.52 -0.97 0.25
H -2.418069 -5.029175 2.096528 -0.33 0.01 -0.24
H -2.807724 -5.302787 0.341772 0.18 0.51 0.62
H -3.311791 -3.812413 1.188873 -1.32 1.08 0.15
```
Positions in Å, forces in eV/Å.

Results
Charge: -2
Frontier orbital gap: 4.795 eV
Max |F|: 9.3 eV Å⁻¹
HOMO level: -0.8 eV

=====

(4)
Density functional theory data (ωB97M-V/def2-TZVPD) for an isolated molecule of C5H8N2O3 in a non-equilibrium geometry.

Structure (XYZ):
```
18
Properties=species:S:1:pos:R:3:forces:R:3
C 1.834673 -2.529301 0.144304 -1.35 -0.70 1.46
C 0.011222 -0.165969 0.472220 -0.98 2.76 2.10
C -1.089693 0.660330 -0.288746 1.82 -1.39 -1.26
C 2.813750 -1.665901 0.075803 2.22 2.24 -0.55
C 2.561362 -0.001618 -0.037003 -1.51 -4.97 0.90
N 1.298544 0.412042 0.222761 2.33 2.75 -0.92
N -2.367190 0.325767 0.194069 -1.29 -0.08 0.41
O 1.314893 1.879004 0.052388 -3.77 -1.61 1.33
O 0.898034 -3.197193 0.409362 1.64 0.58 -1.01
O 3.465349 0.725152 -0.276820 1.57 0.83 -0.47
H -0.290798 -0.061840 1.623274 0.85 -0.27 -2.11
H 0.033996 -1.171328 0.231761 -0.12 -1.73 -0.50
H -0.768586 1.673984 0.029832 -0.86 -0.25 -1.32
H -1.083358 0.330131 -1.414407 0.48 1.49 1.88
H 3.951252 -1.979627 0.062545 -2.77 0.64 -0.08
H -2.282540 0.320674 1.211963 -0.96 -0.59 -0.38
H -2.781601 -0.503150 -0.259977 0.45 0.61 1.03
H 2.165980 2.156565 -0.204009 2.26 -0.31 -0.50
```
Positions in Å, forces in eV/Å.

Results
SMILES: NCCN(O)C(=O)C=C=O
Frontier orbital gap: 9.212 eV
Max |F|: 5.3 eV Å⁻¹
HOMO level: -9.1 eV